Entry 1:
The following is a quantum chemistry calculation of a structure of composition C32H27BrF2N2O3ReS, from the Open Molecules 2025 dataset.

Each line ends with the natural charge from an NBO analysis.
Positions of all 69 atoms, in Å:
1 C 2.00773 3.18122 -1.17475  -0.305
2 O 0.00873 -0.92670 -0.93904  -0.823
3 C 1.40596 4.91144 -3.03217  -0.608
4 C -0.68696 1.41296 3.12434  0.247
5 H 3.22146 3.13105 -3.79644  0.251
6 C 0.75191 -5.56207 -0.34207  0.063
7 C -1.29981 -3.74622 0.04465  -0.247
8 C 0.03679 2.85582 -2.72090  -0.044
9 H 1.85763 -7.32614 0.18351  0.242
10 H -0.55699 2.37115 5.02878  0.271
11 C 0.94254 0.85396 4.78813  -0.078
12 H -0.05651 -5.80545 -2.30816  0.236
13 C 0.60391 -4.90465 0.88528  -0.184
14 H -2.98125 -3.54897 2.28958  0.256
15 Br 3.29505 0.21993 0.26183  0.087
16 C 1.89378 -6.51950 -0.54982  -0.643
17 H 1.25210 -1.05848 2.02351  0.242
18 H 1.16024 -0.52161 -4.19767  0.243
19 C -0.40998 -3.99555 1.08948  -0.224
20 H 2.54255 4.02438 -0.74228  0.262
21 H 1.87808 -6.95709 -1.54482  0.233
22 H -4.49877 4.13213 3.02762  0.276
23 C 1.95605 1.42310 -4.11140  -0.133
24 H 1.20026 4.98197 -4.10193  0.236
25 C -2.70776 2.95473 3.13864  0.465
26 S -2.54374 -2.53218 0.21014  1.259
27 C -0.15838 -5.30057 -1.35618  -0.188
28 H 1.48699 2.45210 0.86189  0.224
29 C -1.86170 2.03899 2.52795  -0.169
30 H -0.51673 3.04137 -3.63463  0.241
31 C -0.50611 2.09443 -1.79272  -0.127
32 O -1.88813 -1.35554 1.04193  -0.946
33 H 1.37276 1.01954 5.76727  0.255
34 H -4.31044 -2.46169 1.75147  0.265
35 N -0.12070 0.47563 2.30848  -0.496
36 C 3.00739 2.12351 -1.83941  -0.197
37 N 0.09238 1.87333 -0.49771  -0.529
38 C 1.39656 3.46120 -2.58740  -0.073
39 O 1.64262 -2.34320 -1.51593  -0.496
40 H 2.84477 -6.00242 -0.41410  0.239
41 C -0.13488 1.62125 4.37891  -0.226
42 H 1.30675 -5.11268 1.68394  0.230
43 H -3.63851 1.68637 -0.37853  0.236
44 Re -0.82783 0.24929 0.41811  1.832
45 C -3.33861 2.02199 0.60801  -0.318
46 H 2.28149 -0.77058 4.26876  0.259
47 C -1.18455 -4.38233 -1.17913  -0.186
48 C 1.15054 2.52175 -0.16725  0.266
49 C -3.85535 3.41962 2.53021  -0.334
50 H -1.48198 1.63842 -1.92229  0.218
51 C 1.20994 -1.23779 -1.52905  0.806
52 C -4.15235 2.93335 1.27244  0.466
53 H -1.88317 -4.17697 -1.98162  0.236
54 H 4.04548 2.36580 -1.62370  0.250
55 C 2.48994 2.53555 -3.25322  -0.244
56 C 0.90387 -0.30610 2.71975  0.057
57 F -2.41996 3.40640 4.36309  -0.298
58 C 1.86553 -0.05336 -2.15988  -0.195
59 F -5.25774 3.35510 0.67022  -0.283
60 C 1.59590 0.26027 -3.58736  -0.219
61 C 2.67297 0.72603 -1.45621  -0.025
62 C -2.18921 1.58246 1.24002  -0.271
63 H 1.81768 1.61475 -5.16871  0.239
64 C -3.59626 -3.22678 1.45122  -0.793
65 H -4.11117 -4.07084 0.99284  0.272
66 H 0.64966 5.49277 -2.50127  0.230
67 C 1.46101 -0.13940 3.95967  -0.237
68 H -0.51324 -3.48620 2.04064  0.222
69 H 2.37977 5.36599 -2.84454  0.230

- Energy relative to the best compared isomer or geometry (same formula, charge and spin): 23.9 kcal/mol
- Multiplicity: 4
- Orbital gap (spin up / spin down): 7.493 / 6.299 eV
- ⟨S²⟩: 3.776
- Net charge: +2
- Molecular weight: 823.75 g/mol

Entry 2:
The following is a quantum chemistry calculation of a structure of composition C32H27BrN4PS6Yb at a distorted geometry, from the Open Molecules 2025 dataset.

Each line ends with the Löwdin charge.
Positions of all 72 atoms, in Å:
1 C -18.42625 9.32794 3.12228  -0.085
2 H -19.24465 13.12253 10.15729  0.082
3 C -12.41224 8.44853 11.70035  -0.082
4 H -17.05355 3.90262 10.10604  0.110
5 C -17.01236 4.75521 6.82602  -0.092
6 N -17.57966 12.20433 10.89906  -0.134
7 C -14.29511 9.37220 10.50566  -0.290
8 Br -18.91907 8.59851 7.15039  0.758
9 C -20.77312 10.04115 10.24804  -1.140
10 H -17.79353 16.19040 8.93269  0.113
11 H -16.46389 14.47512 5.18130  0.093
12 C -17.79294 11.43767 4.24675  -0.180
13 H -15.91584 6.11906 10.31738  0.107
14 C -18.09512 10.66701 3.08769  -0.052
15 H -11.83374 6.42255 11.06762  0.106
16 C -16.08004 6.56352 8.18437  -0.403
17 H -13.32929 10.34835 12.15296  0.114
18 N -18.23770 15.39818 9.39160  0.108
19 H -14.78420 10.57324 6.82312  0.076
20 C -13.40177 10.02244 5.26000  -0.064
21 C -16.27899 5.78320 9.33499  -0.099
22 H -17.27650 13.16680 3.10772  0.098
23 H -18.11531 12.02316 11.75846  0.115
24 H -12.02421 9.17955 3.82166  0.100
25 H -19.25711 15.36893 9.29954  0.123
26 C -16.82497 13.45015 5.22946  -0.101
27 C -14.25382 9.75690 6.33791  -0.091
28 H -12.36169 6.80349 4.64328  0.108
29 C -18.39089 9.44199 5.50474  -0.559
30 C -17.51682 14.36395 9.85904  -0.909
31 C -13.40944 7.22511 9.85578  -0.094
32 H -16.54221 13.38495 7.33608  0.038
33 H -16.32249 6.61214 5.98814  0.115
34 C -16.86952 4.52448 9.21236  -0.085
35 S -15.88500 14.36515 10.13138  0.667
36 S -23.83347 7.85073 12.21594  0.588
37 C -18.63164 8.68266 4.38258  -0.147
38 H -13.71527 6.39048 6.62711  0.106
39 H -17.77686 3.04921 7.91663  0.105
40 C -17.39765 11.51023 6.67009  -0.190
41 C -19.92291 9.05378 11.01291  -1.122
42 C -12.85112 7.66718 5.12134  -0.084
43 C -17.25542 4.01055 7.96886  -0.095
44 C -13.65347 7.41466 6.24575  -0.094
45 N -18.20821 13.19941 10.12269  -0.136
46 H -11.64615 8.50356 12.48859  0.112
47 Yb -17.60378 10.64878 9.18493  0.837
48 H -17.27419 4.35996 5.82891  0.112
49 C -17.28013 12.76528 4.11226  -0.050
50 H -15.82509 10.59620 11.22185  0.047
51 N -15.29062 10.38151 10.38114  -0.031
52 S -18.23781 8.78576 11.18596  0.509
53 S -20.84078 7.95671 11.98422  0.876
54 C -12.47850 7.28680 10.88746  -0.062
55 C -17.90016 10.80829 5.53206  -0.251
56 C -16.45162 6.02943 6.93020  -0.134
57 C -14.38405 8.44817 6.83461  -0.371
58 H -17.98251 11.15139 2.11953  0.105
59 H -13.36338 11.02607 4.83638  0.105
60 C -13.32557 9.44792 11.53808  -0.040
61 C -14.31710 8.25475 9.61910  -0.311
62 P -15.48046 8.26610 8.24915  1.031
63 H -18.48548 8.78544 2.18067  0.098
64 S -20.44493 11.21310 9.06019  0.529
65 C -12.71083 8.96050 4.63518  -0.084
66 C -22.45664 8.49802 11.65403  -1.498
67 H -13.44113 6.36160 9.17856  0.113
68 C -16.90923 12.80627 6.47823  -0.190
69 H -19.05538 7.65769 4.53924  0.103
70 H -14.98659 11.24077 9.91893  0.079
71 H -16.67000 12.65375 11.16621  -0.007
72 S -22.44464 9.90472 10.61080  0.873

- Energy relative to the best compared isomer or geometry (same formula, charge and spin): 0.0 kcal/mol
- Multiplicity: 2
- Orbital gap (spin up / spin down): 6.918 / 4.591 eV
- ⟨S²⟩: 0.773
- Molecular weight: 943.92 g/mol

Entry 3:
The following is a quantum chemistry calculation of a structure of composition C32H27Cl3O2OsPS4Sb, from the Open Molecules 2025 dataset.

Each line ends with the Löwdin charge.
Positions of all 71 atoms, in Å:
1 C -2.00211 4.17502 1.56877  -0.119
2 C -2.84587 -4.32779 2.30981  -0.029
3 S 2.36146 -0.53721 2.49918  -0.057
4 H -4.38539 -4.90884 4.36079  0.080
5 C 2.24119 3.13732 0.75669  -0.131
6 H 3.95048 -3.72940 -0.88439  0.111
7 C -0.55356 0.76404 -3.77292  -0.076
8 H -5.81568 -4.51044 3.41010  0.092
9 H -0.73640 4.06740 -3.06412  0.115
10 H -0.89098 0.04082 -4.50386  0.113
11 H -4.02182 3.74861 -1.11674  0.114
12 C -2.76991 2.24072 -0.26132  -0.568
13 C -1.48484 2.89439 1.63526  -0.567
14 C 4.31150 -1.07518 -2.95791  -0.060
15 H 4.83753 -0.77264 -3.85330  0.112
16 H 5.06460 4.78637 1.61397  0.112
17 H 4.64520 0.98609 -0.29095  0.104
18 C -4.00556 -3.63773 2.66530  -0.253
19 C -3.56290 -2.04332 0.90330  -0.083
20 C 3.04910 4.13993 1.26310  -0.058
21 C -0.46994 3.02325 -2.96662  -0.066
22 S -1.38598 -2.06206 -0.69388  0.950
23 C 4.43078 4.00834 1.21015  -0.060
24 Os 0.32305 -0.14776 1.52051  0.872
25 H -0.40858 -3.17684 -2.51022  0.057
26 C 0.33246 2.61837 -1.90805  -0.073
27 H -2.02659 -3.82930 -2.12926  0.075
28 C -4.35113 -2.49360 1.94905  -0.023
29 O -1.30938 0.67025 0.74474  -0.397
30 C -1.82710 1.89326 0.71543  -0.441
31 C -1.07700 -3.49711 -1.71263  -0.204
32 H -1.14397 -4.42774 1.01636  0.081
33 Cl -3.55621 6.07446 0.45660  0.709
34 H -5.11214 -3.30159 4.47499  0.087
35 Sb 1.29681 -2.02762 4.10529  0.428
36 H -0.61136 -4.28361 -1.12389  0.061
37 C 2.80260 2.00064 0.17164  -0.368
38 P 1.70693 0.67077 -0.39371  0.951
39 C -2.41977 -2.75418 0.56261  -0.432
40 H 0.53855 -0.68380 -2.63970  0.096
41 C -2.05202 -3.89401 1.26480  -0.111
42 O -0.00816 -1.83613 -0.04292  -0.688
43 H 2.60078 5.01778 1.70910  0.113
44 H -1.71005 4.91950 2.29506  0.114
45 C 3.46002 -0.18657 -2.32654  -0.097
46 C -3.30389 3.51298 -0.34472  -0.118
47 C -0.91352 2.09917 -3.89937  -0.077
48 H 6.07070 2.75986 0.62075  0.112
49 S 1.21184 -4.01904 2.80090  0.024
50 H 0.68894 3.36263 -1.20988  0.095
51 H 1.16673 3.23977 0.83581  0.057
52 C 2.95998 -1.84698 -0.65121  -0.112
53 H 3.32220 0.80701 -2.73631  0.122
54 C 3.81461 -2.73605 -1.29107  -0.057
55 C 4.48793 -2.35336 -2.43960  -0.062
56 H 5.15168 -3.04972 -2.93480  0.111
57 C 2.77950 -0.56885 -1.16566  -0.378
58 C 4.18835 1.86954 0.13290  -0.075
59 Cl -0.38625 2.51112 2.92325  0.737
60 C -4.87244 -4.11797 3.79364  -0.035
61 H -3.82116 -1.14284 0.36026  0.079
62 H 2.43798 -2.15837 0.24133  0.034
63 H -1.53269 2.41725 -4.72736  0.113
64 H -2.55745 -5.21053 2.86668  0.121
65 C 4.99537 2.87276 0.65149  -0.058
66 Cl -3.26986 1.04634 -1.39858  0.779
67 C -2.90720 4.47726 0.56651  -0.664
68 C 0.23977 0.35456 -2.71554  -0.107
69 H -5.24372 -1.94333 2.21987  0.125
70 S -0.81125 -1.19782 3.24745  -0.016
71 C 0.69523 1.28172 -1.77643  -0.337

- Energy relative to the best compared isomer or geometry (same formula, charge and spin): 0.0 kcal/mol
- Multiplicity: 6
- Orbital gap (spin up / spin down): 8.062 / 5.540 eV
- ⟨S²⟩: 8.783
- Net charge: +1
- Molecular weight: 1021.16 g/mol

Q: The lowest ⟨S²⟩ belongs to which entry?
A: C32H27BrN4PS6Yb